Formula: C9H14
Source: OMol25
Level of theory: the ωB97M-V functional and the def2-TZVPD basis

- maximum force (eV/A) = 2.4
- lowest unoccupied orbital energy (eV) = 1.0
- 2S+1 = 1
- E_HOMO (eV) = -9.0
- structure (SMILES) = Cc1ccccc1.CC
- DFT total energy (eV) = -9559.58262
- orbital gap (eV) = 10.0

Geometry as XYZ:
```
23
Properties=species:S:1:pos:R:3:lowdin_charge:R:1
H 2.2726 1.0748 0.0785 0.070
C 2.5728 0.3909 2.1316 -0.167
C -2.1554 0.6759 1.0546 -0.052
H 2.9134 -0.5809 2.4848 0.061
H -0.2259 -2.8065 -1.3613 0.104
C -1.2749 0.9332 -1.2775 -0.040
H -2.9309 1.4314 0.8798 0.078
C -0.5312 -1.7652 -1.3621 -0.098
C 2.0109 0.2217 0.7196 -0.158
C -1.2235 -1.2875 -0.2565 -0.065
H -1.3615 1.2821 1.4815 0.070
H -2.4849 -0.0631 1.7836 0.073
C -0.6361 0.3700 -2.3980 -0.091
C -0.3227 -0.9659 -2.4581 -0.114
C -1.5156 0.0736 -0.1955 -0.296
H 3.2462 1.2315 2.3278 0.063
H -1.4235 -1.9239 0.5956 0.110
H -1.6614 1.9263 -1.3513 0.102
H 1.8140 0.6678 2.8538 0.048
H -0.4743 0.9765 -3.2836 0.100
H 0.9272 0.0912 0.7951 0.040
H 2.3644 -0.6287 0.1493 0.059
H 0.1004 -1.3253 -3.3916 0.104
```



Formula: C9H14
Source: OMol25
Level of theory: the ωB97M-V functional and the def2-TZVPD basis

- maximum force (eV/A) = 1.5
- lowest unoccupied orbital energy (eV) = 1.0
- 2S+1 = 1
- E_HOMO (eV) = -9.1
- structure (SMILES) = Cc1ccccc1.CC
- DFT total energy (eV) = -9559.83320
- orbital gap (eV) = 10.1

Geometry as XYZ:
```
23
Properties=species:S:1:pos:R:3:lowdin_charge:R:1
H 0.3306 1.7296 -1.2848 0.060
H 1.8850 0.1872 -3.3871 0.060
C 1.7812 0.9602 -2.6258 -0.167
H 0.3020 -0.0211 -1.3042 0.043
H 1.9997 1.9252 -3.0784 0.058
H -2.6595 0.1330 0.8324 0.111
C 0.4240 0.8660 -1.9280 -0.157
H 0.1736 2.0763 2.0772 0.073
C 0.6561 -1.8263 1.1371 -0.090
H -1.3008 1.6619 2.9104 0.081
C -1.7702 -0.4776 0.8861 -0.051
C -0.3812 -2.3973 0.4068 -0.100
C -1.6032 -1.7477 0.3504 -0.093
H 2.5774 0.8257 -1.8858 0.060
H 1.6125 -2.3361 1.1428 0.101
H -2.5069 -2.2314 0.0779 0.091
C 0.5350 -0.5291 1.6123 -0.063
H -0.3454 0.7244 -2.6673 0.059
H 1.3901 -0.0133 2.0300 0.109
C -0.6698 0.1510 1.4781 -0.298
C -0.7840 1.5745 1.9504 -0.061
H -1.3578 2.1715 1.2379 0.076
H -0.2886 -3.4065 0.0318 0.099
```



Formula: C9H14
Source: OMol25
Level of theory: the ωB97M-V functional and the def2-TZVPD basis

- maximum force (eV/A) = 2.2
- lowest unoccupied orbital energy (eV) = 1.0
- 2S+1 = 1
- E_HOMO (eV) = -9.0
- structure (SMILES) = Cc1ccccc1.CC
- DFT total energy (eV) = -9559.43706
- orbital gap (eV) = 10.0

Geometry as XYZ:
```
23
Properties=species:S:1:pos:R:3:lowdin_charge:R:1
C 1.0913 0.5410 -1.9023 -0.047
H 1.2212 1.4650 -2.4462 0.112
C 0.5260 -1.8371 -1.9555 -0.093
H 1.1074 -0.7446 1.2089 0.109
H 0.3231 -0.5189 -3.5869 0.100
H 0.2868 -2.7318 -2.5075 0.095
C 0.6787 -0.6072 -2.5658 -0.105
H -3.1428 -0.8682 1.2491 0.060
C 1.4344 0.3831 -0.5642 -0.289
H 2.0522 1.3502 1.2672 0.070
H -1.9770 0.0611 3.1147 0.061
C -2.0792 0.7766 2.2927 -0.163
C -2.3942 -0.0975 1.0671 -0.154
H -1.0684 1.2100 2.1913 0.051
C 1.0199 -0.7526 0.1287 -0.085
H -1.5127 -0.6151 0.7000 0.032
C 0.6768 -1.9169 -0.5538 -0.082
H 0.4967 -2.8708 -0.0796 0.100
H 1.4901 2.4210 0.1488 0.081
H -2.6255 1.6718 2.5547 0.055
H -2.8048 0.5607 0.2997 0.062
C 2.1058 1.5128 0.1892 -0.051
H 3.0943 1.6077 -0.2502 0.083
```



Formula: C9H14
Source: OMol25
Level of theory: the ωB97M-V functional and the def2-TZVPD basis

- maximum force (eV/A) = 1.7
- lowest unoccupied orbital energy (eV) = 1.0
- 2S+1 = 1
- E_HOMO (eV) = -8.9
- structure (SMILES) = Cc1ccccc1.CC
- DFT total energy (eV) = -9559.54165
- orbital gap (eV) = 9.9

Geometry as XYZ:
```
23
Properties=species:S:1:pos:R:3:lowdin_charge:R:1
C 0.0708 1.4014 0.8056 -0.048
H 0.9906 -3.2490 -1.7925 0.060
H 2.4938 -3.9049 -1.2551 0.057
C -0.0524 0.1553 1.3952 -0.112
H -3.3870 -0.2983 0.9241 0.103
H 2.7910 -2.5491 0.5359 0.064
H 2.5311 -1.0523 -0.4657 0.064
H 2.4516 -2.5294 -2.3220 0.057
H 0.7939 -0.2557 1.9239 0.100
H 1.1898 -1.8946 0.1984 0.031
C -1.0446 1.9649 0.1652 -0.275
C -0.8786 3.1650 -0.7641 -0.053
C -2.3011 1.3822 0.2992 -0.063
H -3.1209 1.9930 -0.0627 0.113
C 1.9782 -2.9555 -1.4315 -0.173
H 0.9612 2.0129 0.8022 0.106
H -1.4216 4.0018 -0.3227 0.076
C 2.1815 -2.0518 -0.2127 -0.160
H -1.3230 2.9436 -1.7321 0.077
H 0.1460 3.5027 -0.9006 0.070
C -1.2746 -0.5025 1.3816 -0.103
H -1.3886 -1.3968 1.9829 0.103
C -2.3868 0.1171 0.8474 -0.095
```



Formula: C9H14
Source: OMol25
Level of theory: the ωB97M-V functional and the def2-TZVPD basis

- maximum force (eV/A) = 1.4
- lowest unoccupied orbital energy (eV) = 1.0
- 2S+1 = 1
- E_HOMO (eV) = -9.0
- structure (SMILES) = Cc1ccccc1.CC
- DFT total energy (eV) = -9559.66085
- orbital gap (eV) = 10.0

Geometry as XYZ:
```
23
Properties=species:S:1:pos:R:3:lowdin_charge:R:1
H -1.3993 -2.3987 2.5211 0.108
H 1.9665 0.1068 3.1801 0.097
H 2.2194 0.4445 0.7663 0.103
H -0.7594 -2.6558 -1.1383 0.075
H 0.6925 -0.6755 -0.8264 0.094
C -1.2493 -2.4929 -0.1794 -0.062
C -0.4038 -1.7220 0.7805 -0.288
H 0.5353 1.2982 -1.3994 0.022
H 0.1374 2.9104 -0.7226 0.067
C 0.1688 -0.9976 2.9953 -0.086
C 1.4165 -0.2103 1.0973 -0.092
C 1.2458 -0.2894 2.4799 -0.100
C -0.4707 2.6341 -2.8140 -0.170
H -2.1547 -1.9130 -0.3974 0.086
H 0.0142 3.1244 -3.6597 0.060
H -1.4208 3.1281 -2.6058 0.061
C -0.5786 -1.8105 2.1463 -0.054
H -1.5761 -3.4636 0.1974 0.078
C 0.4191 2.3518 -1.6119 -0.159
H 1.4259 2.7312 -1.8132 0.065
H -0.0149 -0.9271 4.0541 0.097
C 0.5588 -0.8650 0.2272 -0.060
H -0.7726 1.6919 -3.2772 0.056
```



Formula: C9H14
Source: OMol25
Level of theory: the ωB97M-V functional and the def2-TZVPD basis

- maximum force (eV/A) = 1.3
- lowest unoccupied orbital energy (eV) = 1.0
- 2S+1 = 1
- E_HOMO (eV) = -9.1
- structure (SMILES) = Cc1ccccc1.CC
- DFT total energy (eV) = -9559.68819
- orbital gap (eV) = 10.1

Geometry as XYZ:
```
23
Properties=species:S:1:pos:R:3:lowdin_charge:R:1
H -0.5191 1.4260 -0.3744 0.018
H 2.3891 -0.9056 2.6372 0.071
H -0.0704 2.4002 -1.7400 0.068
H -2.4250 3.0913 -1.9665 0.061
C -0.5402 -0.6527 0.8749 -0.080
H 0.7754 -0.9789 3.3160 0.079
H -1.2394 -0.4386 1.6747 0.115
C -2.1405 2.7040 -0.9862 -0.159
C 1.3824 -0.5051 2.5465 -0.047
H 1.8160 -1.7980 -1.9152 0.101
H -2.5258 3.4656 -0.3416 0.049
C -0.1625 -1.2120 -1.4196 -0.097
H -0.1449 3.0220 -0.0869 0.066
H -2.7773 1.8268 -0.8566 0.054
C 1.1829 -1.4135 -1.1266 -0.084
C -1.0414 -0.8518 -0.4117 -0.113
H -0.5506 -1.5536 -2.3718 0.101
H 2.7004 -1.3023 0.3957 0.106
C -0.6622 2.4110 -0.8288 -0.157
C 1.6653 -1.1154 0.1329 -0.055
C 0.8126 -0.7134 1.1646 -0.282
H -2.1114 -0.7257 -0.4879 0.103
H 1.4392 0.5771 2.6846 0.083
```